15
Properties=species:S:1:pos:R:3 method="wB97M-V/def2-TZVPD" de_lowest_ev=3.524 orbital_gap_ev=11.01 smiles=C#C[SiH](C)C.Cl spin_multiplicity=1 homo_ev=-10.163
C 1.031 2.549 -0.770
C 0.904 1.409 -0.477
C -0.869 -0.529 1.168
C 0.080 -1.138 -1.771
Si 0.585 -0.355 -0.101
Cl -0.653 3.255 2.500
H -0.032 2.532 1.587
H 0.917 3.631 -0.885
H -1.822 -0.473 0.767
H -0.430 -1.334 1.727
H -0.700 0.345 1.714
H -0.827 -0.756 -2.057
H 0.898 -0.973 -2.523
H 0.002 -2.262 -1.949
H 1.547 -0.955 0.829

***

16
Properties=species:S:1:pos:R:3 method="wB97M-V/def2-TZVPD" de_lowest_ev=1.383 orbital_gap_ev=9.95 smiles=NC1(CF)CNC1 spin_multiplicity=1 homo_ev=-8.980
C -0.131 0.325 -0.036
C -1.654 0.176 -0.077
C 0.543 -0.592 1.009
C 0.582 -0.534 -1.077
H 1.159 1.862 -0.124
H -0.159 2.195 0.748
H -2.042 0.592 -1.031
H -2.062 0.691 0.809
H 1.411 -0.020 1.579
H -0.074 -1.054 1.778
H 1.937 -1.806 0.029
H 1.461 -0.007 -1.531
H -0.041 -0.912 -1.912
N 0.153 1.748 -0.098
N 0.940 -1.526 -0.046
F -2.023 -1.139 -0.020

***

17
Properties=species:S:1:pos:R:3 method="wB97M-V/def2-TZVPD" de_lowest_ev=3.978 orbital_gap_ev="8.12 / 8.12" spin_multiplicity=1 homo_ev="-12.626 / -12.625" total_charge=+1
C -0.249 0.989 -0.195
C -1.376 -1.136 -0.204
C -2.484 0.819 0.480
C 2.316 -1.265 0.555
N -1.292 0.149 0.022
N 1.119 -0.798 -0.007
N 0.965 0.465 -0.085
F -2.532 -1.702 0.110
H -0.559 1.939 -0.434
H -0.812 -1.770 -0.728
H -2.851 0.525 1.503
H -2.661 1.839 0.393
H -3.271 0.333 -0.145
H 3.109 -0.512 0.390
H 1.951 -1.535 1.560
H 2.642 -2.221 0.147
H 1.731 1.115 -0.004

***

17
Properties=species:S:1:pos:R:3 method="wB97M-V/def2-TZVPD" de_lowest_ev=2.653 orbital_gap_ev=10.59 smiles="CN1C=[NH+]N(C)[C@@H]1F" spin_multiplicity=1 homo_ev=-14.524 total_charge=+1
C 0.493 -1.086 -0.877
C -0.031 0.996 -0.034
C 2.383 0.186 -0.024
C -2.319 0.372 0.267
N 1.045 -0.126 -0.185
N -1.215 0.517 -0.655
N -0.787 -0.957 -1.189
F 0.432 2.024 -0.839
H 0.979 -2.011 -1.056
H -0.431 1.532 0.895
H 2.975 -0.321 -0.843
H 2.493 1.209 -0.074
H 2.713 -0.064 1.028
H -2.599 1.364 0.341
H -3.130 -0.215 -0.012
H -1.825 0.125 1.367
H -1.222 -1.430 -1.962